(1)
Here is C10H12N2 in the gas phase from the Open Molecules 2025 dataset. Energies are from wB97M-V/def2-TZVPD.

Output
* E_HOMO (alpha / beta): -6.960 / -6.827 eV
* ΔE to the lowest compared entry with this formula, charge and spin: 475.55 kJ/mol
* net charge: 0
* 2S+1: 1
* strongest force on any atom: 6.116 eV/A

Last column: natural (NBO) charge in e.
Positions of all 24 atoms, in Å:
C (-1.4173, -0.7740, -0.0673)  -0.270
C (-0.0571, -0.6321, 0.1214)  -0.165
C (-1.6678, 1.5696, -0.2230)  -0.284
C (-2.1930, 0.3453, -0.1583)  -0.003
C (0.5094, 0.6779, 0.2497)  0.029
C (-0.2965, 1.9055, -0.0795)  0.210
C (2.5619, -0.4521, 1.2262)  -0.059
C (2.9068, 0.9846, 1.3607)  -0.014
C (-3.6550, 0.1604, -0.1370)  -0.632
C (3.3228, -1.2917, 0.2156)  -0.641
N (0.3451, 3.0746, -0.2141)  -0.694
N (1.7241, 0.6743, 0.8263)  -0.165
H (-1.8105, -1.7575, -0.2093)  0.209
H (0.5851, -1.4903, 0.2293)  0.204
H (-2.4149, 2.3334, -0.4049)  0.203
H (2.1368, -0.9915, 2.0002)  0.185
H (3.4524, 1.7300, 1.7375)  0.223
H (-4.1314, 1.0190, 0.3530)  0.224
H (-4.1084, 0.0039, -1.1994)  0.222
H (-4.0310, -0.8230, 0.2861)  0.223
H (2.6540, -2.0226, -0.3167)  0.219
H (4.0774, -2.0246, 0.7782)  0.223
H (3.9386, -0.6722, -0.4116)  0.227
H (-0.3716, 3.7810, -0.4374)  0.323

Cartesian forces, eV/Å:
3.4169 -1.8108 0.0462
-1.2247 0.5866 -0.0321
-0.9183 1.7315 -0.2269
-1.3051 0.0762 0.0977
-0.5995 0.3911 0.1516
3.1397 0.4356 -0.0101
1.9188 0.9965 -1.3304
-4.5263 -3.6041 -1.9831
-2.5530 -1.2728 -1.7367
0.4922 -2.5858 1.2812
-1.7736 -1.8360 0.3279
2.1547 0.6987 -0.0949
-0.3674 -0.4168 0.1518
0.0038 -0.1132 0.0125
0.3131 0.5579 0.1658
-0.7122 -0.9868 1.8183
1.6278 2.8671 1.2357
-0.1914 -0.4231 -0.2370
0.8487 0.8522 1.4288
0.8495 1.2472 0.2306
0.6611 0.9577 0.0784
-1.5451 1.7131 -0.8673
-0.0724 0.1163 -0.6195
0.3628 -0.1784 0.1115



(2)
Here is 2 unconnected molecules or ions with the total composition CH4O3 from the Open Molecules 2025 dataset. Energies are from wB97M-V/def2-TZVPD.

Output
* SMILES: O=CO.O
* E_HOMO: -10.799 eV
* ΔE to the lowest compared entry with this formula, charge and spin: 144.35 kJ/mol
* net charge: 0
* 2S+1: 1
* strongest force on any atom: 2.470 eV/A

Last column: natural (NBO) charge in e.
Positions of all 8 atoms, in Å:
O (0.2429, 1.0600, 1.6022)  -0.549
C (0.4659, 0.2138, 0.7924)  0.609
O (0.9523, -1.0128, 1.1500)  -0.660
H (0.3809, 0.3336, -0.3058)  0.097
H (0.9386, -1.4430, 0.2518)  0.480
O (-0.8566, 0.2068, -1.5329)  -0.914
H (-1.6128, -0.2216, -1.0714)  0.479
H (-0.5112, 0.8632, -0.8863)  0.457

Cartesian forces, eV/Å:
-0.3348 0.0635 -0.1600
1.4305 0.1499 1.3831
-0.7313 0.0992 -2.2550
1.4994 -0.7891 1.6774
0.4298 -0.2783 1.4244
-1.0549 0.1653 -0.0053
0.6391 0.5302 -0.4617
-1.8779 0.0593 -1.6029



(3)
Here is C5H6N2O2S in the gas phase from the Open Molecules 2025 dataset. Energies are from wB97M-V/def2-TZVPD.

Output
* E_HOMO: -9.042 eV
* ΔE to the lowest compared entry with this formula, charge and spin: 443.27 kJ/mol
* net charge: 0
* 2S+1: 1
* strongest force on any atom: 4.086 eV/A

Last column: natural (NBO) charge in e.
Positions of all 16 atoms, in Å:
C (2.3440, -0.3070, 1.4786)  -0.103
C (1.3038, 0.4993, 1.1699)  -0.119
C (1.9260, -0.5724, -0.5813)  0.180
C (-2.5845, -0.2373, -0.2089)  0.164
C (-1.5165, 0.1068, -1.0105)  -0.531
N (2.6703, -1.0205, 0.3429)  -0.447
N (0.9590, 0.2819, -0.1537)  -0.580
O (-3.2884, 0.4946, 0.6204)  -0.649
O (0.4589, 1.3574, -2.3300)  -0.923
S (-0.0776, 1.4416, -0.9732)  1.459
H (2.9676, -0.3321, 2.3949)  0.219
H (0.5326, 1.0355, 1.7910)  0.217
H (2.2520, -0.8658, -1.5950)  0.223
H (-2.8914, -1.2478, -0.3693)  0.173
H (-3.8110, 0.0230, 1.1844)  0.488
H (-1.2447, -0.6571, -1.7602)  0.230

Cartesian forces, eV/Å:
0.4383 -0.0765 0.6465
-2.3867 0.8460 1.6716
0.0521 -1.0339 -3.4217
2.6577 0.1801 -2.6511
-0.4136 0.2740 1.1991
1.8380 0.1353 1.9175
0.5088 1.1537 0.8939
2.0658 3.3293 -1.1589
-0.3275 0.7620 -0.1703
-1.0593 -3.2565 -0.6054
-0.8706 -0.2523 -0.7302
1.4368 -0.3349 -0.5387
-1.3746 0.5297 0.2951
-0.5976 -0.6039 -0.0578
-2.1599 -2.1752 2.1732
0.1922 0.5233 0.5372



(4)
Here is C5H14N2O in the gas phase from the Open Molecules 2025 dataset. Energies are from wB97M-V/def2-TZVPD.

Output
* SMILES: C[C@H](O)[C@H](C)NCN
* E_HOMO: -8.555 eV
* ΔE to the lowest compared entry with this formula, charge and spin: 202.86 kJ/mol
* net charge: 0
* 2S+1: 1
* strongest force on any atom: 2.015 eV/A

Last column: natural (NBO) charge in e.
Positions of all 22 atoms, in Å:
C (-1.4175, -1.3023, 1.3224)  -0.655
C (-1.1028, 0.1688, 1.3852)  0.101
O (-2.2832, 0.8884, 1.0140)  -0.725
C (0.0869, 0.5324, 0.3805)  -0.053
C (-0.4995, 1.1005, -0.9428)  -0.636
N (1.0279, -0.5543, 0.1193)  -0.649
C (2.1400, -0.2640, -0.7597)  -0.050
N (1.9192, -0.5842, -2.1640)  -0.878
H (-0.5716, -1.9811, 1.4121)  0.222
H (-2.0197, -1.5644, 2.2078)  0.217
H (-2.0386, -1.6243, 0.4797)  0.224
H (-0.8403, 0.5525, 2.3603)  0.169
H (-2.3499, 1.6655, 1.5720)  0.470
H (0.6352, 1.3196, 0.9059)  0.174
H (-0.8495, 0.2182, -1.4791)  0.209
H (0.2359, 1.6214, -1.5677)  0.197
H (-1.3086, 1.8133, -0.8032)  0.223
H (0.5324, -1.3684, -0.1958)  0.360
H (2.3762, 0.7930, -0.6964)  0.180
H (3.0167, -0.8035, -0.4097)  0.168
H (2.2630, -1.4710, -2.4794)  0.364
H (2.1575, 0.1549, -2.8032)  0.368

Cartesian forces, eV/Å:
-0.9670 -0.9951 1.4610
0.7615 0.1369 -1.8518
-0.2148 -0.2274 0.2225
-0.5841 1.0686 -0.3832
0.2454 -0.1487 0.2098
-0.1865 0.2512 0.9147
0.1733 -0.1793 -0.3673
-0.5984 0.2993 -0.0242
0.2892 0.3354 -0.1732
-0.0449 0.1399 -0.2302
0.2799 0.5008 -0.1780
0.3958 -0.5879 0.4838
-0.0346 0.0589 -0.0260
0.2182 0.0644 -0.1834
-0.2430 0.2576 -0.3518
0.1641 -0.3772 0.2054
-0.0514 -0.2009 0.1317
-0.0604 -0.2740 -0.2513
-0.0025 0.1879 0.1793
0.1257 -0.1286 0.2283
0.2747 -0.1217 0.0435
0.0598 -0.0601 -0.0596



(5)
Here is 2 unconnected molecules or ions with the total composition C5H11NOS from the Open Molecules 2025 dataset. Energies are from wB97M-V/def2-TZVPD.

Output
* SMILES: CC(C)C1=[N+]([S-])C1.O
* E_HOMO (alpha / beta): -7.919 / -7.917 eV
* ΔE to the lowest compared entry with this formula, charge and spin: 463.57 kJ/mol
* net charge: 0
* 2S+1: 1
* strongest force on any atom: 5.470 eV/A

Last column: natural (NBO) charge in e.
Positions of all 19 atoms, in Å:
C (-0.6782, 0.3913, -2.0766)  -0.595
C (0.2629, 0.5350, -0.8697)  -0.279
C (0.3889, 2.0549, -0.4319)  -0.567
C (-0.1524, -0.3883, 0.1803)  0.278
N (-0.6993, -0.4665, 1.4075)  -0.372
S (-0.8627, -0.2083, 2.9641)  -0.082
C (-1.1099, -1.4222, 0.3945)  -0.243
H (-0.1718, 0.6896, -2.9877)  0.225
H (-1.7067, 0.8162, -1.8658)  0.216
H (-0.8444, -0.7124, -2.1296)  0.208
H (1.2152, 0.2301, -1.1950)  0.231
H (0.4336, 2.5637, -1.4861)  0.202
H (1.3188, 2.1243, -0.0442)  0.212
H (-0.4290, 2.3767, 0.1413)  0.220
H (-2.0971, -1.4425, -0.0201)  0.179
H (-0.7500, -2.3957, 0.5609)  0.169
O (2.2612, -1.6063, 2.1551)  -0.943
H (2.0428, -0.9033, 2.8484)  0.476
H (1.5780, -2.2364, 2.4546)  0.465

Cartesian forces, eV/Å:
-1.0410 -1.7912 1.1539
-0.8596 2.1418 0.2099
-1.1645 -1.8519 -4.9463
-1.8662 1.2749 3.4553
2.0659 0.2540 -5.0583
-0.2088 0.6010 1.9972
-0.4921 -1.4512 -0.1421
-0.3769 0.4375 -0.0820
1.3247 -0.0329 -0.5596
-0.0692 0.6967 -0.5434
1.4828 -0.3877 -0.5002
-0.2547 -0.3797 2.1423
2.6920 0.8718 1.8925
-0.8612 0.5707 0.8285
-0.8212 0.5282 0.0104
0.5024 -1.5036 0.1711
-1.2070 1.0028 1.9902
0.7100 -0.9023 -1.5030
0.4446 -0.0788 -0.5166



(6)
Here is a molecular structure, C6H9F6N4O13S2Zn from the Open Molecules 2025 dataset. Energies are from wB97M-V/def2-TZVPD.

Output
* E_HOMO: -3.181 eV
* net charge: -1
* 2S+1: 1
* strongest force on any atom: 7.159 eV/A

Last column: natural (NBO) charge in e.
Positions of all 41 atoms, in Å:
Zn (-0.9059, -0.0803, -0.5662)  1.594
C (-1.2465, -2.5608, 2.2807)  0.728
F (-2.0423, -2.6407, 1.2460)  -0.304
F (-1.8250, -2.0413, 3.3864)  -0.324
F (-0.8213, -3.7707, 2.5575)  -0.310
S (0.1482, -1.3630, 1.8522)  2.263
O (0.9308, -1.2596, 3.0041)  -0.938
O (0.6627, -1.7884, 0.5908)  -0.909
N (-0.7039, -0.0613, 1.4802)  -1.385
S (-0.8458, 1.3534, 2.4350)  2.224
O (-1.6601, 2.2131, 1.6369)  -0.936
O (-1.1777, 1.0769, 3.7818)  -0.898
C (0.9071, 1.9805, 2.3688)  0.741
F (1.6337, 1.1459, 1.6657)  -0.292
F (0.9290, 3.1579, 1.7959)  -0.311
F (1.3811, 2.1428, 3.5656)  -0.296
C (-1.3867, -4.0788, -1.4754)  1.008
O (0.2666, -0.8202, -1.9810)  -1.580
O (-2.4762, -4.5597, -1.2451)  -0.591
O (-0.3554, -3.7102, -1.2332)  -0.420
C (1.5346, 2.5577, -2.2304)  -0.509
N (-0.0655, 2.3964, -1.7859)  0.584
O (-0.7355, 2.9134, -2.6866)  -0.394
O (-0.3810, 1.8850, -0.7425)  -0.451
H (1.5972, 1.5630, -2.7416)  0.291
H (2.1888, 2.7384, -1.3252)  0.225
H (1.7854, 3.2528, -3.0995)  0.223
C (3.4618, -2.0913, -0.4083)  -0.504
N (4.5730, -1.2687, -0.8483)  0.542
O (5.0323, -1.4047, -1.9397)  -0.374
O (5.0308, -0.4888, -0.0040)  -0.427
H (3.3237, -1.9479, 0.6790)  0.231
H (3.6845, -3.0883, -0.5415)  0.212
H (2.5600, -1.8797, -0.9795)  0.312
C (-3.6332, 2.1032, -1.0275)  -0.516
N (-3.5397, 0.7046, -1.4650)  0.569
O (-2.8462, 0.0397, -0.6872)  -0.531
O (-4.1748, 0.3232, -2.3743)  -0.294
H (-4.5066, 2.5506, -1.4598)  0.221
H (-2.8325, 2.6336, -1.5279)  0.261
H (-3.4697, 2.1724, 0.0490)  0.266

Cartesian forces, eV/Å:
3.2559 -2.4824 -2.4034
1.5657 1.6686 0.4575
-1.1873 0.1262 -0.2610
-0.5236 -0.4963 -0.6381
0.3977 -0.7662 0.3584
-1.8583 -0.5240 -2.0636
1.5182 0.2406 2.2736
0.3856 -0.8917 0.7650
-0.6579 2.2228 1.5141
-0.2815 -3.1662 -2.2290
-0.0119 0.5379 0.2006
0.0848 0.1081 0.8953
-0.7696 -0.1656 -0.4391
0.7402 -0.1599 -0.1478
-0.1118 1.2061 -0.9281
0.6493 -0.3444 1.5092
-5.7942 -2.6906 3.2317
-1.8656 1.6278 1.5887
2.1947 1.2879 -2.2737
3.6606 1.3036 -0.9810
-0.4591 -1.3551 0.0593
3.9591 3.3446 -3.2176
-0.9618 -1.4197 1.8918
-0.2339 1.1334 -0.6566
0.4292 0.1816 1.1827
-1.0088 -0.6234 -1.0641
-1.3762 -0.1829 1.5914
-1.4436 1.0934 1.4232
0.6758 0.9584 2.1328
0.3038 -0.2355 -1.4864
-0.2566 -0.2436 -0.6543
-0.0784 0.3126 -0.8313
0.8218 -2.1820 -0.6719
-0.2202 0.4704 -0.0739
0.5379 0.9711 -0.5033
0.2850 1.5909 2.6919
-1.2144 -1.0719 -0.5996
-0.6034 -1.1585 -1.6189
-0.7800 -0.0773 0.2659
0.5455 -0.0566 -0.0156
-0.3128 -0.0925 -0.2748